Entry from the OMol25 dataset: a structure of composition C39H36ClN3Si2Tm (wB97M-V/def2-TZVPD).

multiplicity: 3
total charge: +1
relative energy (zero: lowest compared OMol25 entry of this formula, charge and spin): 0.000 eV
⟨S²⟩: 2.00
energy: -3796.32760 Eh
Kohn-Sham gap (alpha / beta): 6.97 / 6.97 eV
LUMO (alpha / beta): -0.110 / -0.110 hartree

XYZ file:
```
82
Properties=species:S:1:pos:R:3:forces:R:3
C 1.68112 1.56973 3.12844 0.192 0.023 -0.072
C 2.92519 0.61101 -6.32163 -0.038 -0.057 0.259
N -4.13857 0.03816 3.06057 -0.524 0.474 0.794
C -6.16900 -2.23666 -0.01138 0.218 0.050 -0.108
C -3.79429 1.08708 3.86494 -0.994 -0.145 -0.232
H 3.40923 2.91243 0.19189 0.362 0.188 -0.275
H 3.90292 -1.46744 -3.78748 -0.205 0.228 -0.206
H 2.69495 2.75778 -6.13926 0.122 -0.236 0.063
H 1.32819 2.26146 3.89540 0.217 -0.092 -0.199
H 2.74390 0.30084 4.52982 -0.058 0.101 -0.223
C 0.25410 -1.41027 -1.08950 -0.063 -0.185 -0.213
C -0.24166 -2.55454 -1.72598 -0.025 0.177 -0.075
H 0.52220 -1.46533 -0.02992 -0.089 0.060 -0.369
H 6.43596 1.21034 -2.38567 -0.183 0.339 0.097
H 3.28993 -1.51879 -6.20626 0.033 0.317 0.123
Si 1.29584 1.28457 -1.01838 1.284 -2.175 0.659
C -2.42530 -2.72041 3.33515 0.675 -0.515 0.406
C -0.32031 -2.19348 2.54036 -0.225 -0.342 0.461
C -5.29057 -1.75331 0.96810 0.637 0.234 -0.142
C 4.37520 2.99562 -0.32193 0.215 0.125 -0.384
N -5.78955 -1.44850 2.23938 -0.083 0.023 0.011
H -0.60027 -1.27765 -4.87198 0.074 -0.040 0.344
C 0.10367 -0.16840 -3.15946 0.117 -0.507 0.259
H -6.34197 -2.84136 -2.07897 0.174 0.096 0.240
C 6.90804 3.12031 -1.49485 -0.128 -0.033 0.126
H -6.83880 1.90578 5.15938 0.249 -0.200 -0.153
H 0.62228 -2.23961 1.99636 -0.371 0.168 0.128
C 5.19498 4.10553 -0.09650 0.134 -0.180 0.044
H 3.32365 2.81675 -3.73656 -0.072 -0.347 -0.146
C -0.53858 -2.51398 -3.09188 -0.044 0.313 0.089
H -0.39948 -3.47217 -1.14971 0.119 0.246 -0.250
C 3.28577 -0.57029 -5.66360 0.064 0.032 -0.143
Cl -1.78633 1.29811 0.57233 -0.148 0.118 0.042
N -3.98360 -1.54654 0.71992 -0.634 -0.227 -0.764
C 2.48378 -0.25518 1.17724 0.115 0.314 0.357
H -3.35763 -3.25870 3.51024 0.226 0.334 -0.193
H -2.72971 1.36161 3.86300 -0.475 0.021 0.039
C 1.36266 1.79524 1.78486 -0.022 -0.364 0.416
C -1.87404 -1.70714 4.17956 0.408 -0.738 0.078
C 6.07021 2.02963 -1.75802 0.017 0.430 0.192
C -0.36612 -1.31598 -3.80506 -0.113 -0.075 0.122
H -2.45486 -1.51151 -0.70980 -0.325 -0.231 -0.095
C 1.72036 0.86716 0.79588 -0.282 0.262 0.110
H 4.05185 -0.70147 -1.28792 -0.301 -0.137 0.060
H -7.21452 -2.36427 0.26967 0.225 -0.040 -0.326
H 0.31149 2.37452 -1.05322 0.509 0.531 -0.262
H 7.91285 3.15602 -1.91962 -0.300 -0.038 0.094
H -0.91477 -3.40876 -3.59068 0.150 0.266 0.069
C 2.46340 0.46711 3.48997 -0.240 0.020 -0.139
C -4.31953 -2.25553 -1.55345 0.326 0.084 0.007
C -5.42169 -0.37225 3.05708 0.643 0.229 -0.221
C -3.50872 -1.77146 -0.53812 -0.830 -0.055 0.229
C 4.77372 1.98414 -1.21302 0.305 -0.010 0.596
C 2.87161 -0.43799 2.51099 -0.107 -0.016 -0.269
C 2.95461 1.82961 -5.62978 0.187 -0.091 0.261
H 2.84971 -0.96731 0.43254 -0.289 0.195 0.270
H -7.42463 -0.14686 3.76760 0.181 0.298 0.144
C 3.30027 1.86036 -4.27137 -0.465 -0.363 -0.482
H 0.81283 2.69473 1.49717 0.047 -0.289 0.176
H 2.60871 0.58017 -7.36910 0.200 0.032 0.392
H 4.84076 4.90861 0.55108 0.175 -0.194 -0.133
C 0.44868 -0.21379 -1.79526 -0.326 -0.051 -0.110
H 7.10801 5.03436 -0.48583 -0.206 -0.323 -0.125
H -2.31493 -1.32191 5.09968 0.041 -0.059 -0.424
C -4.73531 1.78382 4.61463 0.446 -0.068 -0.089
H -4.41810 2.63900 5.20895 -0.109 -0.242 -0.149
Tm -2.22107 -0.69929 1.94246 -0.390 1.430 -1.102
C -6.07681 1.36814 4.59362 0.251 -0.619 -0.394
C 3.54299 0.65601 -3.59068 0.401 -0.277 -0.152
H 0.24843 0.75973 -3.71781 -0.051 -0.298 0.034
C -1.46351 -3.02065 2.31766 0.249 -0.148 0.851
C 6.46523 4.17206 -0.68244 -0.321 -0.215 0.010
C 3.62099 -0.54724 -4.30727 -0.420 0.355 -0.214
C -0.57825 -1.37944 3.68875 -0.003 -0.576 0.038
H -1.54443 -3.80518 1.56472 -0.057 0.337 0.185
C -5.67936 -2.48320 -1.29120 0.179 0.009 0.556
H -3.88145 -2.44270 -2.53440 -0.202 0.112 0.285
H 0.12958 -0.68387 4.13832 -0.274 -0.146 -0.232
H -6.76137 -1.71230 2.34945 0.209 0.086 -0.012
H 3.49342 -1.29738 2.77491 -0.194 0.290 -0.041
Si 3.58820 0.63030 -1.72703 -0.351 1.731 -0.712
C -6.41239 0.25227 3.82986 0.158 0.266 0.115
```
Positions in Å, forces in eV/Å.

=====

Entry from the OMol25 dataset: a cluster of 2 separate species, C6H11N in total (wB97M-V/def2-TZVPD).

multiplicity: 1
total charge: 0
relative energy (zero: lowest compared OMol25 entry of this formula, charge and spin): 4.908 eV
energy: -289.79131 Eh
Kohn-Sham gap (alpha / beta): 8.11 / 8.11 eV
LUMO (alpha / beta): 0.027 / 0.027 hartree

XYZ file:
```
18
Properties=species:S:1:pos:R:3:forces:R:3
C 1.83704 0.49005 0.46959 0.481 0.009 -0.240
C -0.42653 -2.22628 0.81013 0.020 -0.066 0.001
H -1.90440 0.14239 0.83524 0.062 0.058 -0.010
N 1.29700 -0.49071 1.00460 -0.865 -0.190 -0.135
C -0.15585 1.49337 -0.56414 -1.006 -0.444 0.678
H -1.17150 1.88233 -0.48560 -0.051 0.044 -0.165
H -1.44979 -2.27047 0.43171 0.067 0.057 0.036
H 1.11581 0.74595 -2.14714 -0.001 0.029 0.076
H 0.22776 -2.75434 0.11105 -0.016 0.046 0.051
H -0.63490 1.10825 1.70572 -0.053 -0.026 0.052
C 0.00719 -0.80471 0.98603 0.675 -0.310 0.159
H 2.73093 0.95933 0.89344 -0.071 0.019 0.261
H -0.48073 1.28522 -2.69808 -0.013 0.011 0.089
H -0.29660 -0.24149 -1.85184 0.001 0.006 0.038
H -0.40634 -2.76984 1.75874 -0.015 0.013 -0.053
C -0.84310 0.31791 0.99644 0.605 0.995 -0.914
C 0.06001 0.79092 -1.88301 0.061 -0.076 -0.033
H 0.49399 2.34212 -0.37289 0.119 -0.175 0.110
```
Positions in Å, forces in eV/Å.

=====

The records above yield strongest force on any atom values of 2.610, 1.480 eV/Å, respectively.